(1)
116
Properties=species:S:1:pos:R:3 method="wB97M-V/def2-TZVPD" homo_ev="-12.19 / -12.66" spin_multiplicity=4 homo_lumo_gap_ev="5.0 / 5.4" charge=+2 e_lumo_ev="-7.20 / -7.21"
V -0.07 0.82 2.04
N -4.09 -0.02 1.09
C -3.94 1.35 1.03
C -5.14 2.08 1.02
C -5.11 3.45 0.87
C -3.87 4.05 0.71
C -2.76 3.26 0.73
N -2.74 1.92 0.89
C -3.31 -1.06 1.58
C -3.92 -2.32 1.47
C -3.31 -3.43 2.00
C -2.10 -3.24 2.66
C -1.56 -1.98 2.69
N -2.11 -0.88 2.14
H -5.04 -0.31 0.94
H -6.08 1.57 1.17
H -6.02 4.03 0.89
H -3.79 5.12 0.58
H -1.79 3.72 0.62
H -4.88 -2.41 0.98
H -3.76 -4.41 1.93
H -1.60 -4.06 3.16
H -0.63 -1.81 3.20
C 3.43 0.88 3.32
P 2.38 0.43 1.87
C 3.38 -0.92 1.13
C 2.96 1.76 0.73
C 2.57 3.08 1.37
P 0.74 3.11 1.52
C 0.34 3.69 -0.20
C 0.60 4.67 2.47
H 4.29 1.46 2.97
H 3.80 -0.01 3.81
H 2.86 1.47 4.04
H 4.43 -0.64 1.21
H 3.11 -1.03 0.08
H 3.23 -1.87 1.64
H 2.46 1.64 -0.24
H 4.04 1.68 0.57
H 2.91 3.95 0.79
H 3.00 3.17 2.37
H -0.23 4.61 -0.17
H -0.24 2.94 -0.74
H 1.26 3.87 -0.75
H 1.20 5.43 1.98
H 0.98 4.49 3.48
H -0.43 5.02 2.55
N 0.40 -1.39 0.39
C 0.56 -2.53 0.52
N 0.69 -3.83 0.62
C 1.05 -4.52 1.86
C 2.48 -5.04 1.81
C 2.69 -5.91 0.57
C 2.28 -5.16 -0.70
C 0.84 -4.68 -0.57
H 0.36 -5.37 1.96
H 0.89 -3.86 2.71
H 2.69 -5.61 2.71
H 3.17 -4.19 1.78
H 2.10 -6.83 0.66
H 3.74 -6.21 0.50
H 2.37 -5.80 -1.58
H 2.93 -4.29 -0.84
H 0.17 -5.54 -0.45
H 0.52 -4.12 -1.45
Cl -1.49 2.81 4.07
C -0.64 1.55 4.88
C 0.05 0.64 4.07
C 0.65 -0.40 4.81
Cl 1.45 -1.71 4.01
C 0.60 -0.50 6.20
Cl 1.36 -1.80 7.02
C -0.08 0.47 6.94
Cl -0.15 0.37 8.65
C -0.73 1.50 6.26
Cl -1.62 2.67 7.14
C 2.35 3.50 -3.22
Si 2.09 1.70 -3.72
C 1.66 1.63 -5.56
C 3.60 0.65 -3.27
Ge 0.02 0.66 -2.85
Si -2.18 1.74 -3.15
C -2.37 1.70 -5.02
C -2.36 3.52 -2.55
C -3.41 0.61 -2.28
Si -0.15 -1.73 -3.36
C -1.54 -2.55 -2.38
C -0.57 -1.88 -5.20
C 1.57 -2.48 -3.08
H 2.96 3.98 -3.98
H 2.88 3.59 -2.27
H 1.41 4.05 -3.15
H 2.56 1.77 -6.16
H 0.95 2.41 -5.82
H 1.23 0.67 -5.85
H 4.49 1.28 -3.21
H 3.78 -0.10 -4.04
H 3.48 0.14 -2.32
H -1.65 2.36 -5.51
H -3.37 2.03 -5.29
H -2.23 0.70 -5.43
H -1.51 4.15 -2.82
H -2.50 3.57 -1.47
H -3.25 3.95 -3.02
H -3.75 -0.18 -2.95
H -4.29 1.17 -1.96
H -2.97 0.15 -1.40
H -2.51 -2.22 -2.77
H -1.50 -2.30 -1.32
H -1.50 -3.63 -2.49
H -1.57 -1.49 -5.41
H -0.56 -2.93 -5.49
H 0.14 -1.35 -5.84
H 1.93 -2.31 -2.07
H 2.28 -2.02 -3.77
H 1.58 -3.55 -3.28



(2)
22
Properties=species:S:1:pos:R:3 method="wB97M-V/def2-TZVPD" homo_ev=-11.21 homo_lumo_gap_ev=12.3 e_lumo_ev=1.12
C 1.66 0.36 1.03
C 0.82 0.92 -0.13
C -0.46 1.58 0.37
C 1.57 1.98 -0.95
H 2.65 0.82 0.99
H 1.75 -0.72 0.98
H 1.25 0.68 1.99
H 0.53 0.11 -0.79
H -1.21 0.89 0.79
H -0.25 2.32 1.15
H -0.95 2.18 -0.40
H 2.56 1.62 -1.29
H 1.04 2.27 -1.85
H 1.78 2.83 -0.30
C -2.27 -1.92 0.03
C -0.93 -2.55 -0.43
H -3.05 -2.67 -0.01
H -2.20 -1.57 1.07
H -2.54 -1.10 -0.64
H -0.28 -2.77 0.41
H -0.33 -1.83 -0.99
H -1.12 -3.43 -1.05



(3)
93
Properties=species:S:1:pos:R:3 method="wB97M-V/def2-TZVPD" homo_ev="-12.50 / -12.69" spin_multiplicity=6 homo_lumo_gap_ev="7.2 / 5.6" charge=+2 e_lumo_ev="-5.29 / -7.05"
Ir -1.88 -0.80 -0.17
N -4.25 -0.12 3.62
C -2.82 -0.19 3.13
C -1.89 0.00 4.32
P -2.58 1.19 1.93
O -3.70 0.76 0.81
O -2.91 2.46 2.58
O -1.24 0.94 1.23
P -2.55 -1.89 2.47
O -3.69 -1.94 1.30
O -2.86 -2.85 3.54
O -1.23 -1.84 1.71
H -4.39 0.74 4.16
H -4.45 -0.94 4.21
H -4.90 -0.11 2.83
H -2.04 0.98 4.78
H -0.85 -0.06 4.00
H -2.04 -0.79 5.06
H -4.02 1.56 0.35
H -4.13 -2.81 1.26
I -1.95 -3.26 -1.46
C -0.78 -3.15 -3.19
C -0.23 -4.37 -3.50
C 0.34 -4.60 -4.77
C 0.24 -3.62 -5.71
C -0.30 -2.35 -5.40
C -0.38 -1.38 -6.43
C -0.84 -0.13 -6.18
C -1.13 0.23 -4.85
C -1.08 -0.67 -3.81
P -1.10 0.18 -2.19
C 0.46 1.09 -2.28
C 0.57 2.42 -2.65
C 1.82 2.99 -2.82
C 2.97 2.23 -2.63
C 2.86 0.89 -2.26
C 1.61 0.33 -2.06
C -2.49 1.34 -2.25
C -2.44 2.48 -1.42
C -3.53 3.33 -1.35
C -4.68 3.05 -2.08
C -4.74 1.91 -2.88
C -3.65 1.06 -2.96
C -0.74 -2.04 -4.08
H -0.28 -5.19 -2.79
H 0.78 -5.56 -4.99
H 0.58 -3.80 -6.72
H -0.07 -1.66 -7.43
H -0.93 0.61 -6.97
H -1.38 1.27 -4.65
H -0.31 3.02 -2.84
H 1.91 4.03 -3.11
H 3.94 2.67 -2.79
H 3.75 0.30 -2.11
H 1.56 -0.73 -1.77
H -1.56 2.69 -0.83
H -3.49 4.21 -0.73
H -5.53 3.71 -2.03
H -5.64 1.69 -3.45
H -3.70 0.18 -3.59
C 2.09 -2.69 -1.02
Ge 0.97 -0.08 1.53
C 1.36 1.81 1.80
C 0.80 2.48 2.90
C 1.00 3.84 3.05
C 1.74 4.55 2.12
C 2.29 3.89 1.03
C 2.09 2.53 0.86
C 1.72 -1.18 2.95
C 1.02 -2.13 3.65
C 1.66 -2.94 4.62
C 2.99 -2.78 4.86
C 3.76 -1.83 4.14
C 5.15 -1.70 4.39
C 5.90 -0.82 3.68
C 5.31 -0.05 2.66
C 3.97 -0.16 2.40
C 3.14 -1.03 3.14
H 2.88 -2.35 -0.35
H 2.37 -3.09 -1.98
H 1.14 -2.99 -0.58
H 0.22 1.95 3.64
H 0.58 4.35 3.91
H 1.88 5.61 2.23
H 2.88 4.44 0.30
H 2.51 2.03 0.00
H -0.03 -2.29 3.49
H 1.08 -3.67 5.16
H 3.49 -3.39 5.60
H 5.60 -2.32 5.16
H 6.96 -0.71 3.89
H 5.91 0.63 2.08
H 3.56 0.43 1.59



(4)
190
Properties=species:S:1:pos:R:3 method="wB97M-V/def2-TZVPD" homo_ev="-9.26 / -9.26" spin_multiplicity=2 homo_lumo_gap_ev="7.0 / 2.4" charge=+1 e_lumo_ev="-2.31 / -6.91"
N 3.32 1.25 -3.44
C 3.21 1.15 -2.07
C 4.15 1.98 -1.56
C 5.07 2.43 -2.54
C 4.50 1.93 -3.68
H 2.66 0.87 -4.10
H 2.45 0.52 -1.64
H 4.44 2.17 -0.53
H 5.93 3.07 -2.43
H 4.83 2.24 -4.66
N 0.75 1.22 -5.67
C 0.53 -0.02 -6.18
C -0.27 -0.63 -5.26
C -0.40 0.10 -4.13
C 0.27 1.26 -4.40
H 1.28 1.97 -6.10
H 0.95 -0.21 -7.15
H -0.64 -1.65 -5.31
H -0.94 -0.12 -3.22
H 0.49 2.09 -3.75
N 3.35 4.34 3.79
C 3.00 4.79 2.57
C 2.67 3.64 1.91
C 2.93 2.52 2.65
C 3.35 2.99 3.86
H 3.61 4.90 4.59
H 3.07 5.83 2.28
H 2.24 3.71 0.93
H 2.96 1.46 2.44
H 3.69 2.49 4.76
O -0.81 -2.40 8.02
P -0.28 -1.04 7.73
N -0.04 -0.63 6.06
C 0.74 0.61 5.62
C -0.26 -1.57 4.92
N 1.25 -0.68 8.45
C 1.50 -0.35 9.87
C 2.35 -1.26 7.72
N -1.27 0.22 8.34
C -0.80 1.63 8.50
C -2.61 0.17 8.21
H 0.30 1.47 6.12
H 0.78 0.75 4.54
H 1.82 0.62 5.81
H -0.93 -2.32 5.33
H 0.57 -2.10 4.46
H -0.91 -1.02 4.23
H 1.30 0.68 10.18
H 0.93 -1.04 10.49
H 2.56 -0.56 9.99
H 2.05 -1.79 6.81
H 2.91 -0.40 7.34
H 2.94 -1.99 8.28
H 0.28 1.65 8.38
H -1.10 2.20 7.62
H -1.14 1.92 9.50
H -3.12 0.87 8.87
H -3.09 -0.81 8.34
H -2.91 0.43 7.20
O 3.39 -4.27 0.93
P 3.04 -5.36 0.01
N 1.67 -6.19 0.59
C 0.88 -7.24 -0.14
C 0.88 -5.58 1.66
N 4.32 -6.52 -0.15
C 4.12 -7.89 -0.23
C 5.55 -6.08 -0.68
N 2.60 -4.97 -1.54
C 2.09 -3.63 -1.98
C 2.73 -5.88 -2.71
H -0.05 -6.80 -0.50
H 0.64 -8.14 0.44
H 1.37 -7.61 -1.04
H 1.43 -4.76 2.13
H 0.49 -6.39 2.28
H 0.03 -5.12 1.16
H 5.08 -8.30 0.09
H 3.27 -8.21 0.36
H 3.86 -8.16 -1.26
H 5.67 -5.11 -0.21
H 6.38 -6.75 -0.45
H 5.48 -6.13 -1.77
H 1.44 -3.58 -2.85
H 1.54 -3.25 -1.12
H 3.05 -3.15 -2.18
H 3.00 -6.91 -2.46
H 3.61 -5.54 -3.26
H 1.81 -5.97 -3.29
O -2.95 4.37 1.89
P -3.39 4.19 3.26
N -4.62 5.28 3.71
C -5.59 4.98 4.73
C -5.02 6.38 2.84
N -2.12 4.49 4.40
C -2.39 4.51 5.87
C -0.76 4.25 3.97
N -4.01 2.65 3.59
C -3.90 1.93 4.86
C -4.49 1.77 2.44
H -6.43 4.52 4.22
H -5.89 5.91 5.22
H -5.32 4.27 5.51
H -6.10 6.54 2.78
H -4.54 6.27 1.87
H -4.77 7.36 3.25
H -2.29 5.54 6.22
H -3.35 4.01 6.02
H -1.58 3.96 6.34
H -0.01 4.56 4.70
H -0.62 3.21 3.68
H -0.61 5.02 3.22
H -2.97 2.09 5.41
H -4.73 2.33 5.44
H -4.14 0.88 4.72
H -5.22 1.06 2.83
H -3.58 1.25 2.14
H -4.71 2.38 1.56
O -3.39 -6.25 -0.73
P -3.76 -5.95 -2.12
N -2.40 -5.32 -3.01
C -1.45 -6.20 -3.71
C -1.60 -4.33 -2.35
N -4.93 -4.65 -2.26
C -4.94 -3.67 -3.36
C -5.89 -4.51 -1.23
N -4.43 -7.30 -3.01
C -4.81 -7.10 -4.33
C -4.18 -8.65 -2.61
H -0.81 -6.59 -2.92
H -0.88 -5.70 -4.50
H -1.88 -7.10 -4.14
H -0.78 -4.76 -1.76
H -2.17 -3.77 -1.61
H -1.15 -3.65 -3.07
H -5.85 -3.62 -3.96
H -4.81 -2.71 -2.86
H -4.12 -3.91 -4.04
H -6.83 -5.05 -1.40
H -5.43 -4.85 -0.29
H -6.09 -3.44 -1.18
H -5.56 -6.30 -4.36
H -3.91 -7.04 -4.94
H -5.34 -8.00 -4.62
H -3.63 -9.10 -3.44
H -5.15 -9.16 -2.64
H -3.66 -8.72 -1.66
O 3.18 3.32 -6.19
P 2.76 4.73 -6.37
N 2.04 5.06 -7.93
C 2.77 5.11 -9.24
C 0.60 4.66 -8.15
N 3.98 5.81 -6.16
C 5.00 5.66 -5.04
C 4.02 7.15 -6.77
N 1.60 5.38 -5.21
C 1.65 4.79 -3.88
C 0.98 6.72 -5.33
H 2.12 5.30 -10.09
H 3.33 4.20 -9.46
H 3.47 5.94 -9.23
H 0.62 3.85 -8.88
H -0.02 5.44 -8.58
H 0.18 4.13 -7.30
H 4.98 4.63 -4.69
H 5.97 5.62 -5.54
H 4.84 6.41 -4.26
H 4.95 7.42 -7.28
H 3.17 7.38 -7.41
H 3.91 7.81 -5.90
H 2.03 5.63 -3.30
H 0.64 4.48 -3.59
H 2.20 3.86 -3.99
H 1.37 7.46 -4.64
H -0.09 6.72 -5.14
H 1.00 7.07 -6.36
C -0.95 3.28 -0.57
C -1.97 2.04 -0.55
O -1.63 1.08 0.46
C -0.60 0.15 0.30
O 0.38 0.17 -0.49
O -0.83 -0.84 1.12
C -0.23 -2.04 1.04
H -0.12 2.95 -1.19
H -0.68 3.70 0.40
H -1.45 4.09 -1.10
H -1.96 1.65 -1.57
H -2.97 2.45 -0.39
H -0.49 -2.50 1.99
H 0.85 -1.93 0.95
H -0.53 -2.64 0.18



(5)
17
Properties=species:S:1:pos:R:3 method="wB97M-V/def2-TZVPD" homo_ev="-7.92 / -7.92" homo_lumo_gap_ev="7.5 / 7.5" e_lumo_ev="-0.37 / -0.37"
C 1.25 0.65 0.19
C 0.46 1.29 -0.75
C 0.72 -0.71 0.65
C 0.01 -1.45 -0.48
C -0.81 0.75 -0.90
N -2.89 -0.26 0.43
N -2.25 -1.03 -0.34
N -2.76 0.99 0.51
N -1.08 -0.54 -0.80
H 2.26 0.83 0.45
H 0.93 2.21 -1.23
H 1.65 -1.41 0.93
H 0.01 -0.63 1.58
H 0.76 -1.46 -1.40
H -0.35 -2.49 -0.14
H -1.55 1.38 -1.33
H -3.30 1.24 1.37